A molecular structure, C38H50N4O5PReSi4Te, computed with the ωB97M-V functional and the def2-TZVPD basis.

Computed properties:
Orbital gap (spin up / spin down) in eV: 5.86 / 5.46
Net charge: +1
Highest occupied orbital energy (spin up / spin down) in eV: -9.8359 / -9.7292
2S+1: 2

Geometry as XYZ:
```
104
Properties=species:S:1:pos:R:3:lowdin_spin:R:1
Re 0.169 -0.049 0.156 0.22
O 3.857 -1.962 -0.874 0.00
C 2.829 -1.329 -0.761 0.00
O 2.158 -1.202 0.330 0.00
C 2.217 -0.587 -1.933 0.00
C 2.851 -0.401 -3.149 0.00
C 2.235 0.388 -4.111 0.00
C 0.993 0.941 -3.829 0.00
C 0.411 0.695 -2.596 0.00
N 1.022 -0.052 -1.666 0.00
C -0.924 1.267 -2.176 0.00
O -1.614 1.902 -2.951 0.02
O -1.263 1.010 -0.959 0.01
H 3.810 -0.867 -3.306 0.00
H 2.723 0.592 -5.052 0.00
H 0.467 1.564 -4.538 0.00
O -2.403 -0.035 1.463 0.01
N -1.139 0.610 1.595 0.01
C -1.254 1.692 2.310 -0.01
C -0.252 2.638 2.715 0.00
C -0.632 3.585 3.684 0.00
C 0.229 4.575 4.099 0.00
C 1.505 4.670 3.553 0.00
C 1.911 3.748 2.610 0.00
C 1.054 2.734 2.193 0.00
P 1.720 1.595 0.955 0.02
C 3.262 1.050 1.734 -0.01
C 4.509 1.604 1.473 0.00
C 5.635 1.057 2.065 0.00
C 5.519 -0.037 2.906 0.00
C 4.271 -0.566 3.199 0.00
C 3.143 -0.020 2.621 0.00
C 2.101 2.700 -0.422 0.01
C 3.141 2.423 -1.308 0.01
C 3.340 3.241 -2.406 0.00
C 2.488 4.307 -2.649 0.00
C 1.425 4.558 -1.798 0.00
C 1.227 3.755 -0.693 0.01
H -2.685 0.113 0.539 0.00
H -2.263 1.897 2.663 0.00
H -1.619 3.523 4.118 0.00
H -0.091 5.277 4.855 0.00
H 2.172 5.456 3.867 0.00
H 2.904 3.810 2.185 0.00
H 4.614 2.445 0.802 0.00
H 6.612 1.472 1.853 0.00
H 6.405 -0.488 3.329 0.00
H 4.182 -1.418 3.856 0.00
H 2.162 -0.443 2.806 0.00
H 3.789 1.573 -1.140 0.00
H 4.159 3.040 -3.080 0.00
H 2.640 4.933 -3.514 0.00
H 0.757 5.384 -1.990 0.00
H 0.388 3.936 -0.035 0.00
C -3.268 -7.152 0.911 0.00
Si -2.410 -5.616 0.174 0.02
C -0.885 -6.145 -0.843 0.00
C -3.610 -4.651 -0.956 0.00
Si -1.785 -4.200 2.041 0.06
Te -0.381 -2.400 0.936 0.47
Si -3.669 -3.412 3.400 0.00
C -4.278 -5.001 4.262 0.00
C -5.030 -2.692 2.272 0.00
C -3.140 -2.091 4.671 0.00
Si 0.000 -5.250 3.381 0.03
C 1.563 -5.600 2.351 0.00
C 0.433 -4.053 4.806 0.00
C -0.698 -6.883 4.090 0.01
H -3.537 -7.862 0.136 0.00
H -4.178 -6.884 1.435 0.00
H -2.625 -7.666 1.615 0.00
H -1.175 -6.602 -1.784 0.00
H -0.268 -6.857 -0.308 0.00
H -0.267 -5.283 -1.071 0.00
H -3.816 -5.192 -1.875 0.00
H -3.182 -3.690 -1.227 0.00
H -4.560 -4.465 -0.468 0.00
H -4.501 -5.779 3.541 0.00
H -5.181 -4.821 4.837 0.00
H -3.533 -5.392 4.945 0.00
H -5.445 -3.449 1.615 0.00
H -4.633 -1.890 1.658 0.00
H -5.848 -2.281 2.855 0.00
H -2.452 -2.493 5.407 0.00
H -3.998 -1.693 5.205 0.00
H -2.652 -1.260 4.171 0.00
H 1.907 -4.697 1.856 0.00
H 1.386 -6.349 1.587 0.00
H 2.374 -5.960 2.977 0.00
H 0.608 -3.052 4.422 0.00
H 1.336 -4.367 5.322 0.00
H -0.359 -3.996 5.544 0.00
H -0.916 -7.601 3.307 0.00
H -1.611 -6.724 4.651 0.00
H 0.018 -7.347 4.761 0.00
N -1.613 -1.658 -4.074 0.00
C -0.562 -2.510 -3.892 0.00
C -0.432 -2.651 -2.543 0.01
N -1.380 -1.907 -1.906 0.07
C -2.074 -1.322 -2.852 0.00
H -1.971 -1.342 -4.962 0.00
H -0.021 -2.942 -4.707 0.00
H 0.285 -3.222 -1.984 0.00
H -2.895 -0.651 -2.694 0.00
```